DFT (wB97M-V/def2-TZVPD) results for an isolated molecule of C3H7N3O2 in a non-equilibrium geometry.

Last column: Mulliken charge in e.
Cartesian coordinates (Å):
H -0.528574 -1.421220 -0.072020  0.4271
N 1.397271 -0.325144 -0.575701  -0.6277
C 0.315244 0.313267 0.009137  0.3550
C -1.798112 -0.119604 1.345592  -0.8778
N -0.721033 -0.478690 0.351675  -0.1296
H -2.391840 -1.022663 1.528381  0.3658
C 1.228493 -1.533602 -1.141591  0.1134
O -0.623094 2.437382 0.258446  -0.3958
H 1.271333 1.962026 -0.269064  0.3760
N 0.509766 1.666889 0.425398  -0.1863
H -1.302879 0.339042 2.282449  0.2624
O 0.286022 -2.356685 -1.095515  -0.6741
H 2.142550 -1.915329 -1.582362  0.3983
H -2.527756 0.652241 0.992188  0.2449
H -0.742043 2.758561 1.128540  0.3483

Force components x, y, z for each atom (eV/Å):
-0.866 -0.077 0.298
-1.688 2.420 -0.139
0.809 -2.850 0.663
0.789 0.880 -0.088
-0.191 2.464 0.598
0.484 0.218 0.322
0.335 -1.316 0.900
-0.410 -0.038 -1.114
-1.269 0.003 1.424
2.136 -2.222 -2.445
-0.812 -1.125 -1.264
-0.007 1.210 0.098
0.411 0.187 -0.456
0.833 -0.622 -0.146
-0.555 0.868 1.350

Properties
max |F|	3.93	eV Å⁻¹
energy relative to the best compared isomer or geometry (same formula, charge and spin)	86.9	kcal per mole
HOMO energy	-0.344	hartree
SMILES string	CN/C(=N\C=O)NO
net charge	0

---

DFT (wB97M-V/def2-TZVPD) results for a 2-piece molecular cluster, C3H7N3O2 overall in a non-equilibrium geometry.

Last column: Mulliken charge in e.
Cartesian coordinates (Å):
H 1.012462 1.577266 -0.767519  0.2928
H 0.145924 -2.067214 0.024863  0.3769
N -1.660063 -1.415691 -0.376782  -0.5880
N 0.697861 -1.161731 0.408092  -0.0979
H 2.081893 0.418229 0.758849  0.5389
H -0.427269 2.254464 -0.909274  0.3696
C 0.056380 1.806772 -0.090105  -1.1257
N -1.617636 0.051790 -0.564124  -0.4343
H -2.608266 -1.667908 -0.910822  0.3153
C 1.980139 -0.521823 0.251182  -0.2092
C -0.682470 0.481056 0.303827  0.9575
O -0.175574 -0.348953 1.174228  -0.3452
O 2.818486 -0.683878 -0.666684  -0.5528
H -2.032175 -1.670827 0.611983  0.2713
H 0.410311 2.948449 0.752285  0.2308

Force components x, y, z for each atom (eV/Å):
-1.463 0.022 2.230
2.034 3.047 0.641
-5.699 -0.501 -0.274
1.769 -1.602 -0.084
-0.390 0.049 1.428
-1.640 0.757 -0.519
2.660 1.809 0.974
3.189 -0.297 3.230
2.826 0.541 0.981
0.158 -0.672 -4.104
-2.637 2.584 -5.187
1.671 -1.429 1.834
-2.331 -0.988 2.691
1.115 0.888 -1.556
-1.261 -4.207 -2.284

Properties
max |F|	6.37	eV Å⁻¹
energy relative to the best compared isomer or geometry (same formula, charge and spin)	190.1	kcal per mole
HOMO energy	-0.362	hartree
net charge	0

---

DFT (wB97M-V/def2-TZVPD) results for a 2-piece molecular cluster, C3H7N3OS overall in a non-equilibrium geometry.

Last column: Mulliken charge in e.
Cartesian coordinates (Å):
H -0.356150 -1.957524 1.011970  0.2805
H 2.662962 -0.058079 0.671547  0.2348
H -0.063661 -0.748988 2.160325  0.2439
H 2.923810 0.883997 -0.604710  0.2575
N 0.419240 1.310854 -1.315167  -0.4782
C 0.314731 -1.169152 1.251962  -0.9205
C 0.958575 0.393324 -0.416520  0.4001
O -3.389179 -0.235557 -1.264149  -0.3402
N 2.308018 0.140269 -0.262080  -0.4945
N -0.053302 -0.181890 0.264465  -0.3583
S -4.003742 0.556205 1.238418  -0.3156
H 1.056353 1.551367 -2.036897  0.2423
H 1.336507 -1.548326 1.254986  0.3589
H -0.440610 0.883379 -1.731682  0.2430
C -3.673557 0.180128 -0.222469  0.6461

Force components x, y, z for each atom (eV/Å):
-0.323 -1.342 0.192
-0.791 -0.261 -0.177
0.433 -0.124 1.212
-0.516 -0.365 -0.255
0.080 -0.587 -0.912
-0.852 0.515 -0.766
-4.871 -1.718 2.791
-0.239 0.592 0.141
1.088 1.270 -0.311
4.009 1.301 -1.941
-0.287 0.526 0.663
0.508 0.409 -0.841
0.076 0.141 0.264
1.069 0.760 0.745
0.617 -1.117 -0.805

Properties
max |F|	5.87	eV Å⁻¹
energy relative to the best compared isomer or geometry (same formula, charge and spin)	19.6	kcal per mole
HOMO energy	-0.300	hartree
SMILES string	CN=C(N)N.O=C=S
net charge	0

---

DFT (wB97M-V/def2-TZVPD) results for an isolated molecule of C3H7N3S in a non-equilibrium geometry.

Last column: Mulliken charge in e.
Cartesian coordinates (Å):
H 2.522994 -2.230628 -0.540158  0.3069
H -2.359401 2.133602 -0.148691  0.2922
C 0.102594 -0.717556 1.105363  0.0288
S -2.871666 -1.127308 -0.397939  -0.3739
N 1.270245 -1.287191 0.796705  -0.0876
H -3.610376 1.329638 0.664417  0.2897
H -2.148200 1.738885 1.472430  0.3419
N -0.736794 -0.095943 0.530411  -0.2269
H 1.006351 -1.542474 -1.255445  0.3042
H 1.719650 -1.800676 1.459633  0.2380
N -1.966754 0.030648 0.248544  0.2496
C -2.524172 1.325298 0.567937  -0.7998
C 1.799498 -1.364637 -0.554670  -0.9004
H 2.322441 -0.605367 -0.900707  0.3373

Force components x, y, z for each atom (eV/Å):
-0.920 0.667 -0.300
0.423 -0.481 -0.576
2.649 -3.205 1.486
-1.524 -2.374 -0.998
-2.001 2.755 -2.052
0.152 -0.822 -0.068
0.647 -0.172 1.037
-1.952 2.028 -1.225
-0.458 -0.404 -0.284
1.167 -1.334 2.200
1.442 2.230 0.944
-1.045 1.789 -0.477
-0.975 -4.840 1.321
2.395 4.162 -1.007

Properties
max |F|	5.11	eV Å⁻¹
energy relative to the best compared isomer or geometry (same formula, charge and spin)	116.3	kcal per mole
HOMO energy (alpha / beta)	-0.255 / -0.253	hartree
net charge	0

---

DFT (wB97M-V/def2-TZVPD) results for an isolated molecule of C3H7N3S in a non-equilibrium geometry.

Last column: Mulliken charge in e.
Cartesian coordinates (Å):
C -0.275920 -1.329619 -1.140920  -0.4955
H -0.025218 -2.440944 -1.501838  0.2668
H -1.028883 1.637943 1.530163  0.4072
H 0.143673 1.076609 2.747592  0.3598
H 1.313015 1.284378 0.861820  0.2383
N 1.401850 0.749896 -0.036813  -0.4636
N -0.661079 -0.442657 1.543074  -0.2843
C -1.529617 -1.384735 -0.312372  -0.1435
S 1.307540 -0.932819 -0.181055  -0.0309
H -2.364808 -1.982658 -0.548957  0.4291
H 2.269830 1.140142 -0.305732  0.2598
C -0.578900 0.802765 1.907772  -0.6088
H -0.399043 -0.680360 -1.953941  0.3300
N -1.655428 -0.863237 0.836767  -0.2644

Force components x, y, z for each atom (eV/Å):
1.456 -2.809 1.256
-0.498 2.432 0.470
-1.903 1.708 -1.400
-0.761 -0.832 -1.201
-0.900 -1.761 -0.437
-0.293 1.278 0.706
0.667 3.425 2.710
1.154 0.615 0.919
-0.402 -0.130 -0.433
-0.891 -0.443 -1.087
1.096 -0.259 -1.416
2.587 -2.851 2.323
0.067 0.812 -1.355
-1.380 -1.184 -1.057

Properties
max |F|	4.50	eV Å⁻¹
energy relative to the best compared isomer or geometry (same formula, charge and spin)	93.9	kcal per mole
HOMO energy	-0.306	hartree
SMILES string	C=N/N=C\CSN
net charge	0

---

DFT (wB97M-V/def2-TZVPD) results for a 2-piece molecular cluster, C3H7N3S overall in a non-equilibrium geometry.

Last column: Mulliken charge in e.
Cartesian coordinates (Å):
C -2.532509 -0.116872 -0.951212  -0.2682
C 0.686174 0.446577 1.044412  -0.1727
H -2.650625 -1.663882 -0.076778  0.2014
N -2.153755 -0.793793 0.011201  -0.3827
H -3.048584 -0.481713 -1.894795  0.2081
S 2.588739 -0.031079 -0.723543  -0.1002
N 1.449043 -1.282275 -0.113572  -0.2699
H 1.142102 1.897862 -0.374747  0.3267
H 1.765224 -2.143036 0.295684  0.2655
H 2.281476 1.856574 0.970765  0.3020
H -2.030783 0.790115 -0.923998  0.2494
N 0.688955 -0.793492 0.876380  -0.3210
C 1.710617 1.262850 0.215036  -0.4660
H 0.103924 1.052158 1.645162  0.4277

Force components x, y, z for each atom (eV/Å):
0.201 -0.116 -2.504
2.572 0.126 -2.143
0.176 -1.210 0.445
-0.961 -1.649 1.639
0.094 0.536 1.305
-0.093 0.206 0.476
-0.270 0.260 -0.048
-0.669 1.391 -1.546
1.251 -0.350 -0.514
0.085 -0.460 -0.918
0.266 2.469 -0.938
-1.672 0.085 1.033
0.544 -1.571 2.120
-1.524 0.281 1.593

Properties
max |F|	3.35	eV Å⁻¹
energy relative to the best compared isomer or geometry (same formula, charge and spin)	90.8	kcal per mole
HOMO energy	-0.292	hartree
SMILES string	C1=NNSC1.C=N
net charge	0

---

Q: Which value of energy relative to the best compared isomer or geometry (same formula, charge and spin) does entry 5 give?
A: 93.9 kcal per mole

---

Q: Which formula does entry 1 have?
A: C3H7N3O2

---

What did the sixth record say?
DFT (wB97M-V/def2-TZVPD) results for a 2-piece molecular cluster, C3H7N3S overall in a non-equilibrium geometry.

Last column: Mulliken charge in e.
Cartesian coordinates (Å):
C -2.532509 -0.116872 -0.951212  -0.2682
C 0.686174 0.446577 1.044412  -0.1727
H -2.650625 -1.663882 -0.076778  0.2014
N -2.153755 -0.793793 0.011201  -0.3827
H -3.048584 -0.481713 -1.894795  0.2081
S 2.588739 -0.031079 -0.723543  -0.1002
N 1.449043 -1.282275 -0.113572  -0.2699
H 1.142102 1.897862 -0.374747  0.3267
H 1.765224 -2.143036 0.295684  0.2655
H 2.281476 1.856574 0.970765  0.3020
H -2.030783 0.790115 -0.923998  0.2494
N 0.688955 -0.793492 0.876380  -0.3210
C 1.710617 1.262850 0.215036  -0.4660
H 0.103924 1.052158 1.645162  0.4277

Force components x, y, z for each atom (eV/Å):
0.201 -0.116 -2.504
2.572 0.126 -2.143
0.176 -1.210 0.445
-0.961 -1.649 1.639
0.094 0.536 1.305
-0.093 0.206 0.476
-0.270 0.260 -0.048
-0.669 1.391 -1.546
1.251 -0.350 -0.514
0.085 -0.460 -0.918
0.266 2.469 -0.938
-1.672 0.085 1.033
0.544 -1.571 2.120
-1.524 0.281 1.593

Properties
max |F|	3.35	eV Å⁻¹
energy relative to the best compared isomer or geometry (same formula, charge and spin)	90.8	kcal per mole
HOMO energy	-0.292	hartree
SMILES string	C1=NNSC1.C=N
net charge	0

---

Q: Which value of energy relative to the best compared isomer or geometry (same formula, charge and spin) does entry 5 give?
A: 93.9 kcal per mole